The following is a DFT calculation (ωB97M-V/def2-TZVPD) of a structure of composition C28H33N2O3PS5Sn in a non-equilibrium geometry.

Properties
* LUMO level: 0.0 eV
* highest occupied orbital energy: -0.27998 hartree

Geometry as ORCA input:
```
! wB97M-V def2-TZVPD RIJCOSX def2/J DEFGRID3
* xyz 0 1
Sn -0.738 0.568 0.201
C -3.812 3.944 0.949
C -2.498 3.224 0.858
N -2.462 1.938 0.893
N -3.657 1.263 1.023
C -3.829 0.246 0.272
S -2.753 -0.291 -1.032
S -5.269 -0.717 0.588
C -6.075 -0.564 -1.061
C -6.750 0.773 -1.141
C -6.131 1.848 -1.770
C -6.716 3.106 -1.742
C -7.920 3.302 -1.085
C -8.543 2.233 -0.456
C -7.961 0.978 -0.485
C -1.266 3.984 0.682
C -1.131 5.226 1.318
C -0.013 6.011 1.150
C 0.988 5.586 0.276
C 0.870 4.382 -0.381
C -0.234 3.532 -0.181
O -0.264 2.390 -0.837
H -4.558 3.417 0.357
H -3.719 4.967 0.597
H -4.163 3.941 1.984
H -6.785 -1.387 -1.098
H -5.295 -0.693 -1.808
H -5.188 1.697 -2.284
H -6.228 3.941 -2.230
H -8.373 4.284 -1.055
H -9.482 2.376 0.065
H -8.437 0.141 0.014
H -1.917 5.549 1.991
H 0.090 6.945 1.685
H 1.866 6.198 0.113
H 1.640 4.037 -1.059
S 2.265 -0.771 -1.137
C 3.922 -0.321 -0.640
C 4.996 -0.720 -1.424
C 6.288 -0.458 -0.992
C 6.500 0.193 0.214
C 5.419 0.644 0.961
C 4.125 0.395 0.533
H 4.816 -1.229 -2.363
H 7.133 -0.773 -1.590
H 7.506 0.353 0.578
H 5.591 1.187 1.881
H 3.272 0.747 1.098
C 4.339 -2.845 2.596
C 3.439 -4.071 2.528
C 2.307 -3.973 3.536
O 3.001 -4.268 1.154
P 1.629 -3.871 0.434
S -0.051 -4.579 1.044
S 1.577 -1.693 0.551
O 1.944 -4.317 -1.036
C 3.095 -4.030 -1.871
C 2.544 -3.627 -3.228
C 3.937 -5.288 -1.974
H 4.838 -2.831 3.566
H 3.753 -1.933 2.490
H 5.095 -2.870 1.811
H 4.035 -4.963 2.732
H 1.703 -3.086 3.335
H 2.723 -3.898 4.540
H 1.661 -4.845 3.482
H 3.679 -3.232 -1.410
H 2.018 -4.481 -3.655
H 3.350 -3.328 -3.899
H 1.841 -2.805 -3.133
H 3.321 -6.102 -2.356
H 4.339 -5.576 -1.004
H 4.764 -5.109 -2.660
*
```

=====

The following is a DFT calculation (ωB97M-V/def2-TZVPD) of a structure of composition C28H33N4OReS2SbSe4Te in a non-equilibrium geometry.

Properties
* LUMO level (alpha / beta): -7.4 / -7.2 eV
* highest occupied orbital energy (alpha / beta): -0.48311 / -0.47985 hartree

Geometry as ORCA input:
```
! wB97M-V def2-TZVPD RIJCOSX def2/J DEFGRID3
* xyz 2 2
Re 0.334 -2.431 -0.992
C -5.240 -3.920 -1.172
S -4.224 -3.194 0.129
C -2.691 -3.070 -0.638
S -1.457 -2.388 0.436
N -2.481 -3.408 -1.863
N -1.186 -3.197 -2.254
C -0.929 -3.352 -3.507
C 0.425 -3.057 -3.913
C 0.914 -3.272 -5.192
C 2.249 -3.016 -5.451
C 3.059 -2.549 -4.424
C 2.510 -2.326 -3.177
N 1.213 -2.564 -2.924
H -6.270 -3.727 -0.884
H -5.065 -4.990 -1.234
H -5.024 -3.442 -2.123
H -1.701 -3.669 -4.197
H 0.255 -3.655 -5.959
H 2.658 -3.191 -6.436
H 4.112 -2.359 -4.579
H 3.106 -1.963 -2.351
Se 5.213 -3.809 -0.679
Sb 3.558 -4.097 0.911
Se 2.061 -1.283 0.419
Se 1.340 -4.514 -0.370
Se 3.464 -4.339 3.198
C 0.518 0.323 -3.856
C 0.583 0.510 -2.377
O 1.243 1.487 -1.898
N -0.067 -0.260 -1.509
Te 0.605 0.807 0.161
C 1.509 2.581 0.920
C 2.719 2.581 1.612
C 3.738 1.475 1.624
C 3.012 3.745 2.318
C 2.186 4.862 2.314
C 2.547 6.093 3.090
C 1.040 4.832 1.525
C 0.686 3.703 0.804
C -0.482 3.763 -0.132
C -1.028 0.576 1.481
C -2.348 0.695 1.025
C -2.773 1.097 -0.362
C -3.356 0.416 1.939
C -3.093 0.026 3.246
C -4.203 -0.298 4.200
C -1.767 -0.056 3.653
C -0.708 0.224 2.800
C 0.683 0.122 3.365
H 0.162 1.260 -4.287
H -0.152 -0.480 -4.138
H 1.521 0.152 -4.247
H 3.683 0.842 0.742
H 3.658 0.847 2.514
H 4.733 1.917 1.632
H 3.940 3.775 2.877
H 3.211 5.859 3.920
H 1.659 6.585 3.482
H 3.061 6.807 2.443
H 0.416 5.715 1.454
H -0.182 4.227 -1.073
H -1.314 4.323 0.292
H -0.869 2.773 -0.398
H -2.036 0.868 -1.128
H -3.001 2.164 -0.401
H -3.686 0.567 -0.630
H -4.385 0.500 1.609
H -5.173 -0.023 3.792
H -4.067 0.222 5.147
H -4.216 -1.368 4.417
H -1.540 -0.340 4.675
H 0.706 0.580 4.353
H 1.439 0.629 2.770
H 0.985 -0.922 3.469
*
```

=====

The following is a DFT calculation (ωB97M-V/def2-TZVPD) of a structure of composition C28H34BiN3O5S6Sb.

Properties
* LUMO level: -3.3 eV
* highest occupied orbital energy: -0.35994 hartree

Geometry as ORCA input:
```
! wB97M-V def2-TZVPD RIJCOSX def2/J DEFGRID3
* xyz 1 1
Bi 0.192 -0.330 -0.025
O 0.108 -1.680 4.391
C -0.077 -0.930 3.318
O -0.664 -1.306 2.327
C 0.476 0.455 3.457
C 0.985 0.955 4.645
C 1.394 2.279 4.663
C 1.276 3.042 3.512
C 0.772 2.443 2.363
N 0.385 1.175 2.347
C 0.533 3.167 1.053
O 0.992 4.410 0.936
O -0.103 2.657 0.170
H -0.258 -2.564 4.219
H 1.044 0.329 5.524
H 1.788 2.717 5.569
H 1.557 4.086 3.531
H 1.741 4.580 1.525
O 0.487 -0.825 -2.231
N 0.187 -2.016 -2.760
C 0.570 -2.212 -4.043
C 0.309 -3.391 -4.679
C -0.353 -4.401 -3.976
C -0.722 -4.186 -2.672
C -0.454 -2.964 -2.040
S -0.918 -2.682 -0.404
H 1.083 -1.372 -4.484
H 0.625 -3.521 -5.702
H -0.566 -5.349 -4.449
H -1.217 -4.951 -2.091
C 5.146 -2.668 -1.389
S 3.414 -2.553 -1.908
C 2.658 -3.477 -0.619
C 2.288 -2.998 0.585
S 2.408 -1.346 1.137
S 1.597 -4.159 1.682
C 1.573 -5.527 0.610
S 0.908 -6.965 0.989
S 2.358 -5.176 -0.897
H 5.734 -2.144 -2.140
H 5.461 -3.708 -1.348
H 5.276 -2.190 -0.421
C -3.465 -0.506 -2.642
C -3.849 0.704 -1.791
Sb -3.055 0.525 0.192
C -4.442 -0.904 0.987
C -5.910 -0.511 0.883
C -3.815 2.325 1.099
C -4.900 3.041 0.303
H -3.866 -0.422 -3.653
H -3.845 -1.436 -2.214
H -2.379 -0.604 -2.726
H -4.931 0.820 -1.734
H -3.444 1.623 -2.216
H -4.146 -1.052 2.028
H -4.242 -1.846 0.473
H -6.120 0.411 1.426
H -6.550 -1.289 1.304
H -6.219 -0.365 -0.154
H -2.956 2.979 1.251
H -4.176 2.034 2.088
H -4.534 3.361 -0.674
H -5.240 3.933 0.831
H -5.772 2.406 0.136
N 2.325 0.993 -1.250
C 2.979 2.130 -0.712
C 3.617 2.049 0.524
C 4.228 3.173 1.065
C 4.202 4.387 0.390
C 3.560 4.464 -0.840
C 2.952 3.347 -1.388
H 2.035 1.125 -2.210
H 2.880 0.142 -1.192
H 3.660 1.100 1.046
H 4.744 3.090 2.014
H 4.697 5.255 0.804
H 3.536 5.401 -1.381
H 2.451 3.417 -2.346
*
```

=====

Values for relative energy (zero: lowest compared OMol25 entry of this formula, charge and spin), kJ/mol, ordered as above
102.85; 177.25; 0.00
Values for energy, eV, ordered as above
-107993.63467; -336581.16774; -121679.87550